{
  "formula": "C5H8N2",
  "method": "ωB97M-V with the def2-TZVPD basis set",
  "charge": 0,
  "e_lumo_ev": 0.9,
  "smiles": "C[C@H]1CN1CC#N",
  "e_tot_ev": -8293.1306,
  "symbols": ["C", "C", "C", "N", "C", "C", "N", "H", "H", "H", "H", "H", "H", "H", "H"],
  "xyz": [[1.6000, 0.1413, -1.2802], [0.6286, -0.6114, -0.4073], [0.7296, -0.7306, 1.0773], [-0.1783, 0.2086, 0.4627], [-1.6217, 0.1085, 0.5276], [-2.1633, 1.4768, 0.3733], [-2.5224, 2.5701, 0.2559], [1.9920, 1.0018, -0.7299], [1.0739, 0.5193, -2.1646], [2.4308, -0.4858, -1.6180], [0.1395, -1.4644, -0.8874], [0.3441, -1.6439, 1.5353], [1.5524, -0.2705, 1.6219], [-2.0450, -0.5332, -0.2592], [-1.9604, -0.2867, 1.4927]],
  "atomic_forces_ev_per_a": [[0.0, 0.0, 0.0], [0.0, 0.0, -0.2], [0.1, -0.1, 0.2], [0.0, 0.2, 0.0], [-0.1, -0.1, 0.0], [-0.4, 0.9, -0.1], [0.3, -1.2, 0.1], [0.0, -0.1, -0.1], [0.1, 0.0, 0.1], [-0.1, 0.0, 0.1], [-0.1, 0.2, 0.1], [-0.1, 0.2, -0.1], [-0.1, -0.1, -0.1], [0.1, 0.1, 0.1], [0.1, 0.1, -0.1]],
  "nbo_charge": [-0.615, -0.061, -0.244, -0.412, -0.318, 0.282, -0.318, 0.223, 0.216, 0.212, 0.184, 0.189, 0.203, 0.223, 0.234]
}